Entry 1:
C3H6BErO4 | wB97M-V/def2-TZVPD

XYZ file:
```
15
Properties=species:S:1:pos:R:3:forces:R:3
C -0.03323 0.07135 2.28879 0.132 0.487 -0.270
C -0.11316 -0.52685 0.78108 0.408 1.559 1.406
O -0.40347 0.56862 -0.10704 1.725 -2.708 -1.104
B 0.15551 0.38582 -1.42690 -0.079 -0.065 -0.661
O 0.35796 -0.86784 -2.10196 -1.769 1.370 1.886
C 0.55271 1.75042 -2.25293 5.284 3.358 -1.148
O -0.43630 2.30771 -2.87640 1.118 -0.911 0.925
O 1.82842 2.25842 -2.32939 -6.836 -3.284 0.848
H 1.05253 0.13592 2.67679 -1.778 -0.405 -0.727
H -0.70537 -0.48149 3.03629 0.978 0.692 -0.944
H -0.40068 1.15723 2.21145 0.331 -1.713 0.147
H 0.85282 -1.10127 0.53932 -1.239 0.597 -0.050
H -1.00296 -1.28334 0.74827 0.699 3.543 -0.573
H -0.51660 -1.33424 -2.16224 1.153 0.479 -0.304
Er -1.18818 -3.04046 0.97488 -0.128 -2.999 0.569
```
Forces are in eV/Å.

Values from the calculation:
- Spin multiplicity: 4
- HOMO-LUMO gap (alpha / beta): 0.171 / 0.168 Ha
- Charge: +2
- LUMO (alpha / beta): -11.191 / -11.111 eV
- E_HOMO (alpha / beta): -0.5819 / -0.5765 Eh

Atom charges from the natural (NBO) analysis, given in e for atoms 1 to 8: -0.676 -0.020 -0.661 1.125 -0.887 0.396 -0.120 -0.513

***

Entry 2:
C60H143N9O2 | wB97M-V/def2-TZVPD

XYZ file:
```
214
Properties=species:S:1:pos:R:3:forces:R:3
C 5.41745 -1.92734 3.64019 -0.770 -0.642 0.441
C 5.14448 -0.70323 2.77268 0.145 1.053 -0.779
C 4.29733 0.36097 3.47709 0.605 -0.558 0.628
C 5.08610 1.14902 4.54203 0.891 -0.224 -0.456
C 6.22000 1.91060 3.80195 0.448 -0.614 1.008
C 7.11250 0.88178 3.14647 0.940 -1.946 0.249
N 6.28579 0.02811 2.24109 1.855 -0.168 -0.756
O 7.19047 -0.99847 1.64325 -1.033 1.211 -0.508
C 8.25264 1.47517 2.33472 0.284 1.294 -0.966
C 7.91740 -0.02565 4.16335 -0.980 -0.236 0.167
C 4.40089 -1.10428 1.52977 -0.660 -2.122 -0.863
H 4.71726 -2.73013 3.32681 0.163 0.486 0.483
H 5.21689 -1.65323 4.67938 0.076 -0.348 0.056
H 6.38061 -2.42136 3.59063 0.364 0.512 -0.256
H 3.95616 1.08016 2.72021 -0.109 -0.202 0.213
H 3.45240 -0.19909 3.89006 -0.172 0.430 0.115
H 5.52932 0.55522 5.37464 -0.506 0.119 -0.706
H 4.37722 1.80923 4.96383 -0.572 1.003 0.757
H 6.92521 2.51793 4.40482 -0.710 -0.280 0.299
H 5.80108 2.59696 3.09195 -0.296 0.252 -0.699
H 8.70643 0.73291 1.65588 -0.091 0.269 0.664
H 7.92785 2.30840 1.69592 -0.286 -0.190 -0.036
H 9.02979 1.94624 2.97022 -0.423 -0.505 -0.176
H 7.48843 -0.33024 5.15109 0.029 0.476 -0.911
H 8.14266 -0.92507 3.59859 0.120 -0.185 0.169
H 8.85010 0.47281 4.30768 0.621 0.178 0.639
H 3.64063 -1.86798 1.80040 0.124 0.537 -0.204
H 5.07764 -1.62929 0.81844 -0.430 0.334 0.456
H 3.90142 -0.30837 0.98558 0.145 0.346 0.129
H 6.98675 -0.88857 0.67841 0.182 -0.252 0.828
C -4.72135 -1.77178 -1.74723 1.090 0.331 0.161
C -5.08160 -3.22869 -1.47349 -1.707 -0.011 -0.586
C -6.42356 -3.28167 -0.73292 -0.093 0.811 0.439
C -6.95684 -4.65923 -0.54544 -1.643 -1.591 -1.356
C -7.20714 -5.27566 -1.98490 -0.440 1.677 -0.129
C -5.98197 -5.25920 -2.92059 -0.303 0.768 0.486
N -5.35394 -3.86513 -2.83177 0.237 -0.760 0.503
O -4.15144 -3.87834 -3.56515 0.229 0.436 -0.905
C -5.06326 -6.39365 -2.55383 0.740 -0.717 -0.255
C -6.47924 -5.47410 -4.36484 0.412 -0.777 -0.374
C -3.95726 -3.85991 -0.75534 1.975 -0.058 0.106
H -4.29768 -1.20861 -0.87311 -0.305 -0.879 -0.513
H -5.62418 -1.25941 -1.99470 -0.506 0.557 -0.641
H -3.96169 -1.72878 -2.56288 -0.714 0.116 0.493
H -6.36758 -2.76818 0.24433 0.304 -0.066 -0.332
H -7.17514 -2.72009 -1.31532 0.339 -0.089 0.077
H -7.91609 -4.65880 -0.00144 0.066 0.307 -0.370
H -6.39068 -5.31718 0.08034 1.055 -0.332 0.209
H -7.93536 -4.60776 -2.48827 0.229 0.111 0.384
H -7.74140 -6.21598 -2.07793 0.401 -0.534 0.598
H -5.42491 -7.31469 -3.03517 -0.026 0.125 0.523
H -4.06547 -6.27420 -2.95337 0.345 0.148 -0.427
H -4.87627 -6.53015 -1.49399 -0.528 -0.187 0.217
H -7.18916 -4.69748 -4.64962 0.496 0.264 -0.276
H -5.65516 -5.68328 -5.10109 -0.617 0.935 0.664
H -7.05504 -6.40662 -4.44546 -0.025 0.033 0.504
H -3.06618 -3.44850 -1.22893 0.410 -0.521 -0.341
H -3.88503 -4.93277 -0.74387 -0.170 -0.412 -0.135
H -3.75235 -3.53554 0.24783 -0.683 0.336 0.771
H -3.46382 -4.46152 -3.19727 -0.507 0.008 0.436
C -2.65374 4.44988 -1.39738 -0.323 -1.516 -1.234
C -3.21594 3.90642 -2.71340 -0.218 0.012 -0.940
N -4.63117 3.62906 -2.66214 0.204 -1.529 -0.917
C -5.47963 4.68345 -2.21777 0.307 1.026 0.276
C -6.64108 4.07834 -1.48284 -1.798 0.197 0.873
C -5.12259 3.00599 -3.90888 -0.059 1.156 -0.046
C -4.66874 1.57552 -4.17264 -1.108 0.437 -0.465
H -2.65807 5.49621 -1.45661 -0.096 1.561 0.477
H -1.62941 4.12312 -1.32347 0.385 -0.125 0.378
H -3.27844 4.04560 -0.60292 0.279 0.167 0.278
H -3.03876 4.55361 -3.59723 0.373 0.369 0.365
H -2.74520 2.97336 -3.01246 0.241 -0.179 0.295
H -4.84726 5.34802 -1.57868 -0.890 -0.455 -0.152
H -5.83946 5.34192 -3.03053 0.097 -0.127 -0.108
H -6.31224 3.54023 -0.59578 0.164 0.006 0.030
H -7.41162 4.80708 -1.14678 0.654 -0.043 -0.128
H -7.25776 3.35899 -2.05267 0.651 0.224 -0.148
H -4.93863 3.68165 -4.80636 0.326 -0.560 0.724
H -6.20519 3.04910 -3.83094 -0.184 -0.365 -0.012
H -3.59436 1.49252 -4.25626 0.192 -0.233 -0.059
H -5.16302 1.26808 -5.11407 0.551 0.022 0.250
H -5.07823 0.91404 -3.41365 0.312 -0.078 0.259
C 8.05875 0.90300 -1.14079 -2.314 -0.963 -0.233
C 7.15697 -0.00203 -2.00768 -0.821 -0.252 -0.714
N 6.70570 -1.32603 -1.51320 1.412 -1.317 0.239
C 7.83976 -2.30875 -1.44634 0.338 1.905 1.332
C 7.58918 -3.49039 -0.52402 2.599 -0.665 -1.152
C 5.69458 -1.92118 -2.41809 1.314 0.626 -1.061
C 4.41033 -1.24623 -2.18987 -1.828 1.296 -0.210
H 7.48401 1.23080 -0.28576 -0.036 0.192 0.255
H 8.29173 1.73246 -1.75544 0.329 1.028 -0.495
H 8.94573 0.47463 -0.78455 1.325 -0.842 0.336
H 6.20436 0.52288 -2.20406 0.655 0.176 0.201
H 7.58739 -0.11202 -3.01781 0.266 -0.158 0.070
H 8.17702 -2.63222 -2.42558 -0.305 -0.233 -0.552
H 8.71171 -1.72054 -1.07292 -0.497 -0.516 0.023
H 6.80282 -4.12020 -0.84006 -1.030 -0.625 -0.331
H 8.52954 -4.10554 -0.58983 -0.790 0.227 -0.173
H 7.54214 -3.32502 0.51538 -0.538 0.918 1.169
H 5.62364 -3.02738 -2.31565 0.152 0.833 0.193
H 6.03384 -1.70268 -3.46936 -0.158 -0.456 0.491
H 4.49386 -0.13598 -2.18008 0.128 -0.667 -0.027
H 4.03284 -1.50528 -1.21630 -0.418 -0.195 0.386
H 3.63734 -1.42992 -2.95296 0.301 -0.366 0.242
C -0.49606 -3.90127 -3.47347 -0.754 0.238 -0.002
C 0.66938 -4.14254 -2.53632 0.181 -1.537 0.046
N 0.32233 -4.29451 -1.13088 -1.110 0.785 1.403
C -0.14117 -3.00273 -0.55707 0.784 0.449 -3.057
C -0.47410 -2.95337 0.85019 0.841 -0.015 2.876
C 1.34368 -4.88894 -0.27625 1.349 -0.508 -1.249
C 2.70064 -4.12561 -0.09919 -1.541 0.678 0.606
H -1.21037 -4.73193 -3.37143 -0.061 0.419 0.021
H -0.19725 -3.86852 -4.51394 0.489 -0.353 -0.232
H -0.98296 -2.91556 -3.38119 -0.058 -0.463 0.539
H 1.12375 -5.12168 -2.84012 -0.088 0.822 0.182
H 1.38892 -3.35975 -2.68123 0.824 0.617 -0.104
H 0.67619 -2.27223 -0.76643 -0.506 0.102 0.098
H -1.01196 -2.67149 -1.13342 0.205 -0.006 -0.159
H 0.46250 -3.19534 1.43230 -1.094 0.274 -0.122
H -0.80101 -1.94666 1.18233 0.238 -0.388 -0.423
H -1.25710 -3.64049 1.15676 -0.094 -0.297 -0.035
H 1.55132 -5.86215 -0.75239 0.126 0.137 0.346
H 0.98407 -5.10040 0.72549 -0.455 0.015 -0.069
H 3.30550 -4.63590 0.62433 0.445 -0.523 0.268
H 2.52445 -3.13353 0.35269 -0.028 -0.251 -0.260
H 3.26203 -3.95921 -0.99319 0.289 -0.090 -0.737
C 1.11921 0.34062 -3.36901 -0.621 0.042 0.410
C 0.48015 1.29118 -2.34269 0.621 0.055 -0.189
N 0.37091 0.70853 -1.03163 -1.014 -0.994 -0.059
C 1.59719 0.75811 -0.28256 -0.315 0.679 0.094
C 1.86389 2.16606 0.34561 0.861 -0.476 -0.181
C -0.75033 1.17880 -0.21496 2.034 0.778 -0.084
C -2.08710 0.75291 -0.59275 -2.061 -1.024 -1.813
H 1.13168 0.76548 -4.36225 -0.143 0.259 -0.336
H 0.53825 -0.58221 -3.39008 0.187 -0.150 -0.059
H 2.16335 0.13185 -3.12799 -0.168 -0.084 0.193
H 1.12867 2.15403 -2.28906 0.363 0.793 -0.045
H -0.47804 1.69918 -2.62989 -0.440 -0.268 -0.431
H 1.55127 -0.12454 0.34687 0.243 0.321 1.063
H 2.39977 0.51215 -0.95718 0.515 0.120 -0.373
H 1.18875 2.53914 1.09939 -0.336 -0.576 0.627
H 2.89027 2.20642 0.75035 -0.379 0.066 -0.145
H 1.76263 2.95436 -0.40755 0.348 -0.321 -0.282
H -0.65223 2.25397 -0.18194 -0.491 0.887 0.104
H -0.54646 0.89741 0.79960 0.227 -0.558 0.623
H -2.09845 -0.29201 -0.94747 0.188 0.064 0.447
H -2.50254 1.27574 -1.48092 0.152 0.105 0.622
H -2.80493 0.82048 0.23023 0.182 0.217 -0.317
C 6.06684 4.02625 -0.30104 -0.414 0.300 0.306
C 4.70635 4.49004 -0.70678 -1.017 -0.751 -0.532
N 4.31592 4.22462 -2.07209 -1.382 1.438 -0.876
C 4.27929 2.85275 -2.48222 1.633 -0.442 0.394
C 4.33152 2.66066 -4.00992 -0.316 0.336 0.602
C 3.01272 4.92238 -2.29707 0.147 -1.523 -0.433
C 3.16069 6.32640 -2.72198 1.519 1.523 -0.287
H 6.21781 4.58277 0.63656 0.821 -0.616 -0.210
H 6.74705 4.26479 -1.09295 0.776 0.668 -0.196
H 6.15900 2.94735 -0.21263 -0.257 -0.048 0.604
H 3.93286 4.08998 -0.06114 -0.210 -0.474 0.707
H 4.56243 5.54308 -0.60218 0.522 0.935 0.235
H 5.15268 2.44890 -1.98780 0.332 -0.601 -0.084
H 3.42765 2.30893 -2.07270 -0.353 -0.191 0.064
H 3.26012 2.81679 -4.16404 0.209 -0.295 -1.458
H 4.93734 3.43667 -4.52847 -0.460 -0.459 0.511
H 4.68687 1.65580 -4.32911 -0.533 0.583 0.317
H 2.39063 4.89048 -1.38766 -0.009 -0.284 -0.112
H 2.47599 4.39343 -3.10419 0.124 0.011 0.447
H 3.40294 7.00817 -1.88505 -0.217 -0.171 -0.506
H 2.35302 6.69679 -3.30502 -1.388 0.345 0.156
H 3.94002 6.43012 -3.48284 0.484 -0.230 0.372
C -6.13747 3.27294 2.36139 -0.750 -0.988 0.358
C -5.18074 4.42197 2.47196 0.205 0.078 0.126
N -3.94972 4.15549 3.19645 0.598 -0.787 0.289
C -3.26820 5.37532 3.67144 -0.463 0.557 -2.325
C -3.78610 6.15139 4.84292 -0.079 -0.918 1.510
C -3.03171 3.27499 2.40576 -1.247 1.414 -0.362
C -2.00298 2.54327 3.19947 -1.286 -1.354 0.305
H -6.11988 2.70488 3.31158 0.105 -0.116 -0.633
H -5.94683 2.65809 1.47373 0.118 -0.288 0.453
H -7.18351 3.60441 2.24799 0.421 0.199 -0.040
H -5.00981 4.77631 1.44567 0.189 0.597 0.081
H -5.68641 5.13591 3.08309 -0.336 1.068 0.017
H -2.23474 5.10000 3.78517 0.442 0.082 0.374
H -3.30164 6.16319 2.87939 0.384 -0.591 -0.343
H -3.03700 6.94130 5.06360 -0.590 -0.426 0.051
H -4.77227 6.61344 4.68660 0.361 -0.168 -0.066
H -3.86270 5.43308 5.69191 -0.025 0.800 -0.144
H -2.50618 3.89801 1.69620 0.169 0.420 -0.750
H -3.68507 2.60135 1.81538 0.478 0.203 0.438
H -1.50948 1.83668 2.51355 0.134 0.211 0.469
H -2.62784 1.97378 3.92572 1.023 0.145 0.010
H -1.29373 3.20486 3.67744 0.176 -0.066 0.188
C -4.20057 -0.34730 2.15231 0.380 1.272 -0.672
C -3.47142 -1.12232 3.23423 -0.606 0.294 0.503
N -4.24907 -2.14214 3.90084 -0.158 0.388 1.214
C -4.65908 -3.23205 3.07809 -0.575 -1.354 -0.590
C -6.00507 -3.90519 3.47225 0.781 0.325 0.182
C -3.56806 -2.65035 5.09680 0.407 0.486 -0.216
C -3.44037 -1.64007 6.22992 -0.018 0.893 0.837
H -3.57315 0.56685 1.96339 -0.657 -0.809 0.183
H -5.23203 0.03450 2.34321 0.739 -0.623 0.228
H -4.17019 -0.89468 1.20122 -0.331 0.072 0.228
H -2.61389 -1.59120 2.76095 0.736 0.002 -0.110
H -3.13598 -0.42666 4.02330 0.018 -0.317 -0.556
H -4.76229 -2.92406 2.04839 0.007 0.363 -0.301
H -3.87828 -4.00464 3.07124 0.176 -0.201 -0.113
H -6.26328 -4.74846 2.81205 0.293 0.257 0.189
H -5.93329 -4.27102 4.50981 -0.333 0.126 -0.378
H -6.78253 -3.15176 3.37526 -0.210 -0.026 0.250
H -2.54076 -3.06123 4.88550 -0.537 0.342 -0.251
H -4.14689 -3.50338 5.40279 -0.198 -0.340 0.491
H -3.01844 -0.65964 5.94994 -0.058 -0.467 -0.368
H -2.70806 -1.99201 6.97838 -0.571 -0.132 -0.109
H -4.39651 -1.34575 6.72909 0.580 -0.693 -0.384
```
Forces are in eV/Å.

Values from the calculation:
- SMILES: CC1(C)CCCC(C)(C)N1O.CC1(C)CCCC(C)(C)N1O.CCN(CC)CC.CCN(CC)CC.CCN(CC)CC.CCN(CC)CC.CCN(CC)CC.CCN(CC)CC.CCN(CC)CC
- HOMO-LUMO gap: 0.320 Ha
- Charge: 0
- Energy relative to the best compared isomer or geometry (same formula, charge and spin): 12.9 kcal per mole
- LUMO: 0.590 eV
- E_HOMO: -0.2979 Eh

Atom charges from the Löwdin analysis, given in e for atoms 1 to 8: -0.012 -0.546 -0.122 -0.150 -0.122 -0.494 -0.034 -0.091

***

Entry 3:
C19H17CaN8S3 | wB97M-V/def2-TZVPD

XYZ file:
```
48
Properties=species:S:1:pos:R:3:forces:R:3
Ca 0.46726 -2.24891 -0.35714 -0.041 -0.207 -0.128
N 3.75605 -3.80519 -1.94416 -0.003 0.067 -0.038
C 3.65395 -3.80144 -0.59199 -0.041 0.001 -0.085
N 2.54760 -3.50178 0.04832 -0.010 0.060 0.227
C 2.75448 -3.56906 1.43242 0.049 -0.105 0.043
C 4.01285 -3.89410 1.79937 -0.012 0.055 -0.016
S 5.00364 -4.15288 0.41530 -0.009 -0.015 0.016
C 1.63777 -3.32325 2.36107 0.072 -0.156 0.105
C 1.70620 -3.36079 3.70920 -0.062 0.024 -0.049
S 0.14711 -3.06494 4.39416 0.032 -0.006 0.012
C -0.50793 -2.89476 2.80383 -0.102 0.077 -0.080
N 0.37739 -3.06422 1.84352 0.193 0.079 -0.088
N -1.78850 -2.58511 2.56506 0.010 -0.061 0.016
H 2.91330 -3.89382 -2.48593 0.006 -0.048 0.011
H 4.58614 -4.17343 -2.37585 0.008 -0.001 0.016
H 4.41249 -4.00674 2.79225 0.007 -0.012 0.001
H 2.55872 -3.55006 4.33792 -0.010 -0.019 0.019
H -2.46015 -2.52321 3.30813 0.011 0.020 0.007
H -2.09837 -2.45875 1.60467 -0.004 0.021 -0.001
S -2.07809 -1.88119 -0.94832 0.233 0.262 0.052
C -1.87647 -0.12242 -0.84423 0.282 0.383 0.389
N -2.68084 0.64922 -1.53339 -0.550 -0.295 -0.034
N -2.69465 1.93844 -1.41526 0.215 -0.069 -0.123
C -3.45386 2.74230 -2.28883 -0.017 0.053 0.044
C -3.44312 4.11534 -2.07222 -0.007 -0.007 -0.016
C -4.15993 4.94718 -2.91652 -0.008 -0.002 0.000
C -4.88957 4.41301 -3.96852 0.008 0.013 0.014
C -4.89907 3.03918 -4.16715 -0.002 -0.026 -0.012
C -4.18278 2.19334 -3.33584 -0.035 0.019 0.008
N -0.92903 0.58573 -0.12220 0.069 0.124 -0.363
N 0.12113 0.02661 0.28576 -0.205 -0.193 -0.239
C 1.11709 0.88961 0.82281 -0.102 -0.107 0.209
C 2.32964 0.28854 1.14564 0.048 0.055 0.029
C 3.37942 1.04809 1.63788 -0.019 0.011 0.007
C 3.21255 2.41216 1.82161 0.025 -0.011 0.007
C 1.99289 3.00696 1.52073 -0.032 0.013 0.000
C 0.94186 2.25563 1.02465 0.069 0.004 0.019
H -2.01944 2.38166 -0.80260 -0.058 0.027 0.044
H -2.88308 4.53130 -1.24256 0.017 -0.008 -0.002
H -4.15005 6.01537 -2.74650 0.000 0.003 -0.005
H -5.44705 5.06256 -4.62906 -0.009 0.000 0.004
H -5.46879 2.61576 -4.98369 0.000 0.004 -0.003
H -4.18676 1.12439 -3.48931 0.016 -0.006 0.009
H 2.46509 -0.78292 1.02609 -0.022 -0.007 -0.014
H 4.32146 0.57530 1.88129 0.002 -0.001 -0.002
H 4.02733 3.01238 2.20275 0.001 -0.002 0.007
H 1.86039 4.06917 1.67720 0.001 0.001 -0.003
H -0.00625 2.71976 0.79962 -0.011 -0.012 -0.014
```
Forces are in eV/Å.

Values from the calculation:
- HOMO-LUMO gap (alpha / beta): 0.222 / 0.222 Ha
- Charge: +1
- Energy relative to the best compared isomer or geometry (same formula, charge and spin): 4.9 kcal per mole
- LUMO (alpha / beta): -3.514 / -3.514 eV
- E_HOMO (alpha / beta): -0.3514 / -0.3514 Eh

Atom charges from the natural (NBO) analysis, given in e for atoms 1 to 8: 1.738 -0.784 0.259 -0.668 0.108 -0.418 0.453 0.087

***

no.,DFT total energy (hartree)
1,-1457.90184
2,-3014.85062
3,-3044.33880